1.
DFT (ωB97M-V with the def2-TZVPD basis set) results for a structure of composition C4H8N2.

The value obtained for the HOMO energy is -9.970 eV. As for the charge: 0. For the LUMO energy, the calculation gives 0.68 eV. For the energy above the lowest of the compared OMol25 structures with the same formula, charge and spin, the calculation gives 219.7 kJ/mol. The calculated total energy comes out at -7255.5985 eV.

Each line ends with the natural charge from an NBO analysis.
Positions of all 14 atoms, in Å:
H1 0.60 0.09 1.45  0.23
C1 -0.54 -0.59 -0.29  -0.46
H2 -1.71 1.23 -0.21  0.24
H3 -2.67 -0.26 -0.41  0.22
H4 -1.98 0.14 1.17  0.20
H5 -0.63 -1.64 0.04  0.22
H6 -0.39 -0.60 -1.37  0.22
C2 1.05 1.91 0.26  0.00
C3 0.72 -0.10 0.39  0.22
H7 2.70 -0.43 0.57  0.40
H8 2.04 -0.89 -0.90  0.39
N1 0.74 1.69 -0.86  -0.51
C4 -1.80 0.18 0.09  -0.61
N2 1.87 -0.75 0.09  -0.77


2.
DFT (ωB97M-V with the def2-TZVPD basis set) results for a structure of composition C35H85Ca2CuN5O11.

The spin multiplicity is 2. The value obtained for the HOMO energy is -15.367 eV. As for the expectation value of S²: 0.75. As for the charge: +4. For the LUMO energy, the calculation gives -13.17 eV. The calculated total energy comes out at -149114.7372 eV.

Each line ends with the Mulliken spin population.
Positions of all 139 atoms, in Å:
H1 -0.70 5.13 4.65  0.00
C1 0.85 -4.42 5.45  0.00
H2 8.96 -0.84 -2.09  0.00
H3 -1.64 3.00 6.28  0.00
H4 -4.56 -5.46 -0.80  0.00
H5 0.33 2.97 7.23  0.00
C2 -2.27 5.15 5.92  0.00
H6 -0.71 2.82 -3.80  0.00
H7 6.65 0.82 -5.31  0.00
H8 -3.07 0.02 -3.03  0.00
H9 -2.64 8.90 -2.90  0.00
H10 -0.90 -1.21 5.31  0.00
C3 3.94 -1.35 -1.75  0.02
C4 1.70 3.18 -1.62  0.00
H11 1.32 -3.30 1.23  0.00
H12 1.43 -2.39 7.48  0.00
H13 5.86 2.02 -3.60  0.00
O1 -1.50 1.42 -2.52  0.00
H14 4.38 1.26 -1.42  0.00
H15 2.46 -4.33 1.72  0.00
H16 -3.21 -5.76 -1.72  0.00
H17 -1.19 -4.26 -1.42  0.00
C5 -3.39 6.44 -2.68  0.00
Cu1 -3.01 0.05 1.64  0.00
C6 -6.84 -3.13 -3.03  0.00
H18 -2.99 5.60 -0.63  0.00
O2 5.93 -2.26 -3.65  0.10
C7 -2.62 3.55 -3.10  0.00
O3 1.03 -6.51 1.52  0.00
H19 -6.23 0.64 -4.31  0.00
C8 -6.23 -1.82 -3.32  0.00
H20 1.12 2.95 5.62  0.00
H21 4.46 -1.42 -0.79  0.00
H22 0.91 -8.56 1.10  0.00
C9 1.38 -4.19 1.85  0.00
H23 1.52 -3.54 3.82  0.00
H24 -0.52 -7.89 1.67  0.00
O4 0.00 0.62 4.81  0.00
O5 1.90 -3.38 5.65  0.00
H25 -0.50 -5.01 1.31  0.00
C10 -0.96 4.63 5.58  0.00
H26 -3.97 7.24 -2.21  0.00
O6 -7.20 -1.18 -4.15  0.00
H27 -2.25 6.20 6.23  0.00
H28 2.10 2.40 -0.96  0.00
C11 0.23 1.14 6.10  0.00
C12 4.92 -0.37 -2.64  0.00
H29 6.58 2.57 -2.09  0.00
H30 3.16 0.48 -3.67  0.01
C13 -3.19 5.22 -1.63  0.00
H31 9.57 -0.67 -3.74  0.00
H32 2.63 -3.77 7.55  0.00
C14 7.25 -0.07 -5.08  0.06
H33 -7.93 0.69 -4.62  0.00
H34 0.57 -5.09 0.03  0.00
O7 -3.19 -3.99 -0.62  0.00
O8 0.54 3.78 -1.07  0.00
H35 0.78 -5.03 6.36  0.00
C15 4.12 0.01 -3.87  0.06
H36 -1.34 4.79 -2.23  0.00
C16 -2.00 0.16 -2.89  0.00
H37 -0.05 -5.61 3.82  0.00
C17 8.77 -1.10 -3.13  0.04
H38 -2.69 8.32 -4.61  0.00
H39 7.90 0.80 -1.74  0.00
C18 -7.19 0.26 -3.95  0.00
H40 -1.69 -2.62 -0.89  0.00
H41 -0.61 -0.83 0.16  0.00
C19 0.27 2.61 6.20  0.00
C20 6.20 1.69 -2.62  -0.01
H42 6.18 -2.93 -3.01  0.02
H43 -1.47 -0.06 -3.82  0.00
H44 0.79 -1.20 5.38  0.00
C21 -2.02 -3.56 -1.33  0.00
C22 0.89 -5.14 4.12  0.00
H45 -4.76 5.42 7.10  0.00
H46 1.47 2.70 -2.56  0.00
H47 -5.09 -4.98 -3.47  0.00
N1 -6.01 -3.88 -2.09  0.00
H48 0.08 -7.58 -0.03  0.00
N2 0.84 -4.00 3.24  0.00
C23 -2.17 8.28 -3.66  0.00
H49 5.66 0.67 -0.84  -0.01
H50 0.50 0.20 -0.48  0.00
H51 -7.06 -3.70 -3.94  0.00
H52 8.13 0.13 -5.69  0.00
H53 -0.18 5.00 6.25  0.00
C24 -3.89 -4.94 -1.48  0.00
H54 -6.57 -4.55 -1.59  0.00
H55 1.70 -5.81 3.83  0.00
H56 -2.96 4.08 -3.99  0.00
C25 0.12 -0.10 0.49  0.00
N3 -2.16 4.27 -1.93  0.00
H57 -2.86 5.16 5.00  0.00
H58 0.84 -0.58 1.17  0.00
O9 -2.14 6.97 -3.15  0.00
H59 6.76 -0.91 -5.58  0.00
H60 -2.15 -3.19 -2.35  0.00
C26 0.56 -5.22 1.11  0.00
O10 -2.83 4.47 7.09  0.00
C27 -4.73 -4.39 -2.63  0.00
H61 -4.16 6.20 -3.41  0.00
Ca1 -0.68 2.31 3.35  0.00
C28 0.33 -7.64 1.03  0.00
H62 -0.41 0.77 6.91  0.00
H63 -1.62 -0.48 -2.10  0.00
C29 -1.68 2.40 -3.56  0.00
H64 3.16 -2.38 6.90  0.00
N4 -0.94 3.17 5.58  0.00
H65 -1.18 8.74 -3.66  0.00
H66 -7.76 -3.02 -2.46  0.00
H67 4.72 0.38 -4.70  0.00
H68 -4.16 -3.54 -2.99  0.00
Ca2 -1.37 2.47 -0.47  0.00
H69 2.94 -0.96 -1.58  0.00
H70 -5.33 -1.84 -3.93  0.00
H71 -4.65 3.94 6.26  0.00
H72 8.91 -2.17 -3.25  0.00
H73 -4.45 3.97 8.07  0.00
C30 5.26 0.79 -1.85  0.01
H74 -7.35 0.56 -2.92  0.00
H75 -6.03 -1.28 -2.40  0.00
H76 -4.20 4.81 -1.66  0.00
H77 -0.04 -1.42 3.84  0.00
H78 -1.96 1.94 -4.51  0.00
H79 2.58 3.79 -1.85  0.00
C31 7.37 -0.38 -3.54  0.00
H80 3.89 -2.32 -2.25  0.00
H81 1.25 0.87 6.34  0.00
C32 -4.23 4.46 7.12  0.00
H82 0.02 -3.71 5.38  0.00
C33 -0.04 -0.84 4.76  0.00
C34 7.49 0.97 -2.74  0.00
N5 6.15 -1.17 -3.02  0.71
H83 7.98 1.69 -3.39  0.00
O11 -0.59 0.93 1.16  0.00
H84 -3.52 3.09 -2.68  0.00
H85 3.84 -0.96 -4.26  0.00
C35 2.23 -2.94 6.97  0.00


3.
DFT (ωB97M-V with the def2-TZVPD basis set) results for a cluster of 10 separate species, C6H33N2O9 in total.

The spin multiplicity is 2. The value obtained for the HOMO energy (alpha / beta) is -2.685 / -8.432 eV. As for the expectation value of S²: 0.75. As for the charge: 0. For the LUMO energy (alpha / beta), the calculation gives -0.12 / -0.19 eV. For the energy above the lowest of the compared OMol25 structures with the same formula, charge and spin, the calculation gives 6.3 kJ/mol. The calculated total energy comes out at -28161.5754 eV.

Each line ends with the natural charge from an NBO analysis.
Positions of all 50 atoms, in Å:
H1 3.07 -0.70 1.63  0.48
H2 1.67 -1.16 -3.22  0.48
C1 -0.91 1.20 -0.62  -0.33
H3 3.10 -1.58 -2.71  0.47
N1 -1.33 -2.22 0.32  -0.74
H4 0.52 0.59 -1.96  0.23
H5 2.27 2.43 0.36  0.51
H6 -1.04 -0.78 -2.87  0.23
O1 1.87 0.92 -3.55  -0.96
H7 -4.44 0.42 0.74  0.43
O2 -4.48 1.05 0.02  -0.97
H8 -1.18 -1.09 2.95  0.48
O3 3.07 2.11 0.79  -1.03
O4 2.34 -1.86 -3.20  -0.96
H9 2.74 0.52 -3.52  0.48
H10 -1.19 -3.24 0.27  0.43
H11 -0.93 1.14 2.19  0.41
N2 0.78 2.87 -0.86  -0.89
O5 -0.55 0.54 2.85  -1.21
H12 -0.12 -1.94 -1.90  0.24
O6 1.20 -3.00 -0.23  -0.99
H13 -0.43 -1.79 0.58  0.45
O7 0.92 -2.31 3.08  -0.98
H14 -3.71 1.62 0.12  0.46
H15 2.56 0.43 0.69  0.50
H16 -2.57 -0.84 -0.57  0.23
H17 0.09 -2.75 3.33  0.49
H18 0.90 3.87 -0.87  0.39
C2 -0.55 2.49 -0.44  0.20
H19 1.52 -2.19 0.20  0.50
H20 -2.63 -2.37 -1.30  0.22
H21 1.05 2.31 -1.65  0.40
O8 -1.69 -1.94 2.99  -1.12
H22 0.23 0.97 3.25  0.44
C3 -0.11 0.09 -1.21  -0.48
H23 -1.57 4.27 0.07  0.22
H24 1.46 0.75 -4.40  0.49
H25 0.83 -1.40 3.35  0.46
H26 -0.28 3.69 1.27  0.22
H27 -1.84 -2.05 1.21  0.46
H28 -1.85 2.90 1.19  0.20
C4 -0.86 -1.12 -1.85  -0.44
C5 -1.10 3.43 0.60  -0.71
C6 -1.91 -1.65 -0.92  -0.26
H29 -2.09 -1.74 3.85  0.48
H30 -1.78 0.98 -0.01  0.16
H31 3.94 2.05 0.41  0.49
H32 1.88 -3.18 -0.88  0.48
O9 2.56 -0.55 0.83  -1.02
H33 0.58 -0.19 -0.41  0.22


Q: Which formula does entry 2 have?
A: C35H85Ca2CuN5O11